A cluster of 14 separate species, C56H84O42 in total in a non-equilibrium geometry. Source: OMol25; level of theory: the ωB97M-V functional and the def2-TZVPD basis.

Structure (XYZ):
```
182
Properties=species:S:1:pos:R:3:forces:R:3:lowdin_spin:R:1
H -0.942827 -3.997102 4.472952 -0.1 -0.2 -0.1 0.0000
C 1.414502 -5.843452 -0.939015 0.1 -0.6 -0.2 0.0000
H -3.012292 -4.374128 -3.813446 -0.1 0.0 0.7 0.0000
C -0.104628 -0.085679 1.576671 -0.5 0.5 0.5 0.0000
C -2.665414 -3.429510 -3.394545 0.7 1.4 0.8 0.0000
H 1.738558 -6.587575 -2.979687 0.6 1.0 0.1 0.0000
H 2.548072 4.515671 5.616558 0.2 -0.2 -0.9 0.0000
H 3.308928 1.467211 -1.847859 0.4 -0.3 -0.4 0.0000
C 2.447236 -4.231800 4.080903 -0.5 0.4 -0.1 0.0000
C -3.408743 -1.054068 -2.447825 -0.7 -1.8 -1.5 0.0000
C 1.361858 -1.513203 0.576103 1.0 -2.1 -0.4 0.0000
H 1.454971 -4.138458 2.142257 -0.5 -0.2 0.3 0.0000
H -1.915773 -3.449158 -2.603513 -0.2 -1.1 0.4 0.0000
O -2.060106 4.475113 -7.099887 -1.2 -2.0 1.0 0.0002
C 1.837642 1.485324 5.216713 -0.1 -0.3 0.9 0.0000
C 1.858099 3.211633 8.337240 -0.7 0.2 -0.5 0.0000
C -2.492746 6.482519 -2.086517 -0.1 0.0 0.1 0.0000
O 3.211723 -6.567877 1.613847 -0.1 1.3 -0.2 0.0000
C 2.744521 -7.969282 -1.787803 2.0 1.1 0.2 0.0000
C -3.804028 -2.503524 -2.870128 2.0 -1.5 -0.2 0.0000
O -4.351241 -0.312676 -3.269341 -0.2 0.3 -0.4 0.0000
H -4.298233 -3.022396 -2.048772 -0.4 0.0 -0.1 0.0000
O -1.167163 -3.730564 -0.261249 -1.8 2.1 3.9 0.0000
C 1.665225 -6.961277 -1.958378 -0.6 1.8 -0.9 0.0000
H -3.698452 -0.278709 5.919136 -0.3 0.1 -0.1 0.0000
O 0.692038 -1.313135 1.720611 -1.0 0.5 -0.4 0.0000
H 1.785402 -2.917240 -2.298251 -0.6 -0.3 0.0 0.0000
H 0.972237 -6.265437 -0.036557 0.3 -0.2 0.1 0.0000
H 6.790603 1.673155 -1.043065 -0.1 0.2 0.2 0.0000
H 4.232127 -4.859229 2.310922 0.1 -0.8 0.8 0.0000
C 2.253128 5.074445 -4.533371 0.1 -1.7 0.5 0.0091
O -2.475865 -2.227185 0.942924 0.4 0.4 -1.4 0.0000
C -5.907588 0.536443 -0.509748 -2.2 -1.1 -1.4 0.0000
H -7.219159 -1.242128 2.181185 0.3 0.2 0.0 0.0000
C 3.515034 2.525323 -1.686581 0.6 -1.7 -4.0 0.0001
H -1.564248 8.015858 -4.322055 0.4 0.2 -0.4 0.0000
C 0.841427 -9.038655 -2.201745 -2.4 -2.0 -0.3 0.0000
H -3.241845 3.878997 -3.114531 -0.3 0.1 0.5 0.0000
H -2.826495 2.490078 6.892854 0.0 0.2 -0.2 0.0000
O -4.655529 -2.385791 -3.986517 -1.2 0.7 -0.4 0.0000
H -3.687277 1.257531 7.802454 -0.1 0.1 0.1 0.0000
H 5.410161 0.670903 -1.433681 -0.2 0.1 -0.1 0.0000
C -3.114350 2.796554 -3.127219 0.1 0.4 -0.2 0.0000
O 2.877872 5.971122 -5.491416 0.3 0.5 -2.0 0.0397
O -2.189589 3.123227 -5.350431 1.0 -0.8 0.9 0.0000
H 3.372702 -0.859144 2.374643 0.0 -0.4 0.4 0.0000
H 6.244051 0.698379 4.082541 -0.3 0.2 0.5 0.0000
C 3.290915 -5.154782 1.847377 0.9 0.8 0.5 0.0000
H 4.420386 -1.802006 1.270823 -0.1 -0.2 0.2 0.0000
O -3.966571 1.376579 4.639201 0.7 -0.9 -0.6 0.0000
C -2.708114 3.711751 -6.378310 -0.3 4.3 -2.0 0.0000
H -5.192104 3.220783 -4.699029 -0.1 0.1 -0.2 0.0000
H -6.636017 1.346172 -0.466931 -0.3 0.0 0.8 0.0000
H -0.861895 -2.276803 4.282520 0.0 0.1 -0.4 0.0000
H 0.671882 -5.114072 -1.262460 0.2 0.0 -0.3 0.0000
H -1.220011 0.031050 -1.039660 0.5 -0.5 -0.1 0.0000
H 4.197064 -2.420521 -2.764662 -0.3 -0.4 -0.4 0.0000
C 2.476198 -1.615152 -3.856168 1.0 -3.1 1.3 0.0000
H -3.808278 2.274498 -2.468414 -0.7 0.2 -0.5 0.0000
H 4.428347 0.739294 3.827590 0.2 0.2 0.2 0.0000
C -1.560097 -3.113322 4.311671 0.3 0.1 -0.6 0.0000
O 1.452925 -6.073523 2.941306 0.0 -1.4 -1.2 0.0000
H -1.575354 -0.017904 4.644776 -0.1 -0.2 -0.2 0.0000
O 1.261373 -0.413192 -0.209807 1.8 -1.1 -0.6 0.0000
H 3.220158 3.049814 -2.595465 0.1 0.0 -0.2 0.0001
C 5.313769 0.133690 4.020843 -0.5 -0.8 0.7 0.0000
C -3.605527 1.730825 6.823984 0.9 -1.1 1.1 0.0000
O 1.590171 0.502537 4.559260 0.4 1.6 0.8 0.0000
H -0.062451 1.312837 -1.578663 -0.2 -0.2 -0.2 0.0000
H -1.162033 1.450068 5.370642 -0.2 0.2 0.7 0.0000
O -0.401406 0.187885 -3.928654 2.3 -2.3 0.6 0.0013
C 5.470611 -0.958478 2.974444 -0.4 1.3 -0.5 0.0000
H 5.206080 3.748790 -1.759119 0.7 0.2 0.5 0.0000
O 5.076216 -0.655544 5.232485 0.2 2.6 0.2 0.0000
O -5.813450 2.662688 4.353069 2.0 -0.9 2.0 0.0000
C -4.462109 2.750629 -5.357933 -0.5 -0.5 0.7 0.0000
H 6.197131 1.746878 -2.646580 -0.3 -0.2 -0.2 0.0000
H 0.823365 1.543039 0.604664 1.2 -0.3 -0.3 0.0000
H 3.266986 -7.872648 -0.836080 -0.1 -0.5 0.2 0.0000
H -3.314200 6.173093 -2.732708 0.2 -0.2 -0.3 0.0000
O 2.718323 2.904210 -0.697181 -2.9 1.4 1.1 0.0000
H 0.844428 2.511848 -4.055203 0.4 0.4 0.4 0.0036
C -3.265299 0.706360 5.745595 0.8 1.5 0.3 0.0000
H -5.684643 -1.534114 0.136372 0.6 0.0 0.0 0.0000
H 3.020934 -4.869400 4.753535 0.3 -0.2 -0.5 0.0000
O -2.195222 5.402683 -1.175357 0.8 0.2 0.1 0.0000
O -0.570562 5.405206 -2.685550 1.2 -0.3 0.5 0.0005
O 5.026128 -2.808074 5.859513 0.6 2.4 -2.7 0.0000
O 0.246938 -1.861172 -3.231815 -0.6 -1.0 0.4 0.0000
H 0.473086 2.094863 -5.600303 -0.3 0.8 -0.6 0.0001
C 5.862555 1.646039 -1.614106 0.6 0.7 0.3 0.0000
H -2.038257 -2.980734 -4.164852 -0.6 0.6 -0.5 0.0000
C -1.271071 6.968326 -4.252681 -1.5 1.0 -0.6 0.0000
H -7.990638 -1.157078 0.632852 0.0 -0.1 -0.2 0.0000
C 1.573851 3.060679 6.815872 2.1 1.3 1.4 0.0000
O -0.499703 3.870590 -1.074064 -0.2 0.5 0.2 0.0001
O 1.410413 1.711709 6.510169 -0.4 -1.6 -1.4 0.0000
C 3.629087 -1.504126 -2.925025 2.0 0.4 0.4 0.0000
H 2.830347 2.873793 8.695985 0.0 -0.5 -0.5 0.0000
C 5.184657 -1.932840 4.989522 -1.0 -3.1 3.9 0.0000
H 6.453775 -0.749932 2.552567 0.1 -1.0 -0.4 0.0000
O -3.273816 1.338158 1.419268 -0.6 -0.5 0.0 0.0000
C -1.015597 4.827178 -1.562903 -0.9 -1.1 0.4 0.0000
O 4.722289 2.961337 0.123741 2.5 0.1 -0.3 0.0000
H 1.541224 -3.998422 4.640167 -0.1 0.2 -0.1 0.0000
C -1.724704 0.538124 5.570311 -1.2 -0.4 -1.6 0.0000
O -4.084727 3.657868 -6.392664 1.6 -0.7 -0.1 0.0000
O 1.970872 -2.566857 0.298834 -1.6 3.6 0.5 0.0000
H -0.463365 6.749515 -4.951133 0.4 0.2 0.6 0.0000
H 1.324687 -3.409482 -4.018529 -0.2 -0.3 0.5 0.0000
O 5.405597 -2.152801 3.724724 0.8 -1.3 -1.9 0.0000
C 0.465903 -0.677999 -3.700781 -2.3 3.8 -0.8 0.0001
O 1.789188 -8.218745 2.122534 0.3 3.5 0.2 0.0000
H -3.983058 -2.063185 2.272168 0.1 0.1 0.2 0.0000
H 4.386213 -0.079122 1.278345 0.6 0.3 0.1 0.0000
O 3.272669 5.844554 -7.711049 1.1 0.9 -2.2 0.7874
O -5.791028 -0.719473 -5.050842 2.4 -0.7 2.3 0.0000
O 3.025951 3.271004 1.441765 -1.3 0.6 2.5 0.0000
H 3.056120 4.448571 -4.144036 0.1 0.2 0.2 -0.0003
H -6.106115 0.105946 -1.491257 0.5 0.0 -0.2 0.0000
H -2.127403 -2.965896 5.230654 -0.6 -0.1 -0.3 0.0000
C 1.319674 4.224240 -5.384358 -1.0 -0.5 1.1 0.0123
H -2.851506 7.386306 -1.594019 0.3 -0.2 0.5 0.0000
H 0.399915 4.798388 -5.496067 -0.6 -0.8 0.2 0.0006
H -3.549697 -0.895022 -1.378744 -0.1 0.3 -0.3 0.0000
H 3.438554 -7.759749 -2.601740 0.5 -0.5 0.2 0.0000
H -2.376385 -0.894726 -2.759158 -0.1 0.6 0.0 0.0000
C -4.997330 -1.121220 -4.200452 -1.4 1.2 -0.8 0.0000
H -4.841432 1.803600 -5.741785 -0.4 0.3 -0.3 0.0000
H 1.804635 4.239368 8.696405 -0.3 0.2 -0.4 0.0000
H -2.138761 6.465617 -4.679870 0.0 -0.4 0.1 0.0000
C -3.183972 2.422998 -4.606379 0.4 -1.5 1.2 0.0000
C -4.954421 2.180121 5.066828 -1.0 0.2 0.3 0.0000
H -1.176455 -0.173279 1.398854 0.0 -1.2 0.4 0.0000
H 2.136956 2.154882 -5.263031 0.3 0.4 0.4 -0.0002
C -1.659125 -3.292589 0.811216 1.0 -1.6 -2.8 0.0000
H -1.401260 1.611886 -0.498825 0.5 0.3 0.6 0.0000
H 2.359616 -5.350189 -0.711996 -0.1 0.1 0.1 0.0000
H 4.365610 -0.821956 -3.349601 0.1 0.2 0.0 0.0000
H 1.062697 2.665247 8.844092 0.2 -0.1 0.2 0.0000
H 0.694264 3.620117 6.497351 -0.2 0.0 0.2 0.0000
C 1.457073 -2.608842 -3.290821 0.6 -0.7 -0.3 0.0000
H 3.406526 -4.522620 0.966973 -1.0 -0.6 -0.7 0.0000
O -1.514916 -3.858324 2.004537 0.9 -1.0 -0.4 0.0000
H -1.292753 -0.131614 6.313930 -0.1 0.5 0.4 0.0000
H -3.218876 -3.927871 3.162420 0.3 -0.5 0.0 0.0000
H -2.578828 -1.078553 2.674622 0.3 -0.1 0.0 0.0000
C -0.620423 0.891445 -0.742483 -0.4 -0.1 -0.2 0.0000
O -5.041653 -0.077661 1.504078 0.9 -0.1 0.6 0.0000
C 2.064674 -4.822699 2.732324 1.6 0.6 0.1 0.0000
O 1.932803 4.379496 -6.667562 2.0 0.5 -3.2 0.0591
C -4.247831 0.819919 0.960013 1.2 0.8 -1.7 0.0000
C -1.146062 6.675598 -2.783886 -0.9 0.5 -1.6 0.0000
H -0.011076 0.550217 2.457004 0.5 -0.4 0.1 0.0000
O 0.555287 -7.759949 -2.116958 -3.1 0.2 0.5 0.0000
H 2.814656 -1.980048 -4.825910 0.0 0.5 -0.3 0.0000
C -5.963395 -0.559351 0.536651 -1.0 0.3 0.3 0.0000
C 2.094102 -7.025091 2.195200 -0.7 -3.6 0.7 0.0000
C -2.893321 -2.049425 2.291714 -0.7 0.1 0.1 0.0000
O 2.137898 -9.204625 -1.997250 0.7 -1.5 0.1 0.0000
H 2.997335 -3.308178 3.900867 0.0 0.0 0.2 0.0000
C -2.356358 -3.285711 2.984075 0.0 0.4 1.9 0.0000
H 3.731899 3.496351 6.374981 0.1 -0.7 -0.2 0.0000
H -2.948513 1.363572 -4.707689 0.0 0.0 0.0 0.0000
C 1.210318 2.693862 -5.065701 -0.3 0.5 -0.1 0.0128
C 2.733267 5.412601 -6.703308 -3.0 -1.8 5.7 0.0688
H -7.644094 0.335423 1.421858 0.1 0.0 0.4 0.0000
O 0.001141 -9.889132 -2.428361 1.9 1.1 0.4 0.0000
C -7.244428 -0.665132 1.256759 -1.9 -0.1 -0.2 0.0000
C 3.441383 3.086174 0.368660 0.1 -0.1 1.3 0.0000
H 3.431674 -1.185415 -1.901527 -0.7 0.2 -0.1 0.0000
H -2.189496 2.552601 -2.604499 0.5 0.0 -0.7 0.0000
C 4.369254 -0.944149 1.941315 -0.3 0.0 -0.8 0.0000
C 0.408717 0.573414 0.329008 -1.5 1.0 0.0 0.0000
O 2.605940 2.537644 4.852574 0.4 -0.5 -1.3 0.0000
O -4.649714 1.036011 -0.379122 2.4 0.9 1.5 0.0000
H -0.577013 7.462857 -2.289410 0.4 -0.3 0.3 0.0000
C 2.756616 3.480944 5.888479 -1.6 0.6 1.6 0.0000
H 1.706335 5.578968 -3.736765 0.3 0.4 -0.3 0.0043
C 4.938421 2.814004 -1.266538 -0.3 -1.1 -0.8 0.0000
O 1.779928 -0.460939 -3.885923 -1.3 3.1 -1.1 0.0001
O -4.826582 2.295025 6.470396 -1.3 0.6 -2.1 0.0000
```
Positions in Å, forces in eV/Å.

* maximum force: 0.130 hartree/bohr
* calculated total energy: -5344.0723 Ha
* HOMO-LUMO gap (spin up / spin down): 8.0 / 1.5 eV
* charge: +1
* multiplicity: 2
* <S²>: 0.755
* LUMO (spin up / spin down): -0.126 / -0.365 Ha